The following is a DFT calculation (the ωB97M-V functional and the def2-TZVPD basis) of the molecule C5H11NO.

```
18
C5H11NO the ωB97M-V functional and the def2-TZVPD basis
C 1.9763 0.5733 -0.6462
C 0.8822 0.9582 0.3431
C -0.2059 -0.1205 0.4120
C -1.0920 -0.1059 1.6659
N -1.0286 -0.1283 -0.7957
C -1.2479 -1.2897 -1.4669
O -0.7792 -2.3696 -1.1563
H 2.4211 -0.3945 -0.3810
H 1.5866 0.4817 -1.6665
H 2.7758 1.3193 -0.6458
H 1.3161 1.0502 1.3468
H 0.4621 1.9439 0.0888
H 0.2986 -1.0865 0.3896
H -0.4751 -0.0943 2.5729
H -1.7825 0.7467 1.7048
H -1.6821 -1.0289 1.6715
H -1.5277 0.7030 -1.0852
H -1.8979 -1.1579 -2.3518
```

Results
- HOMO: -0.3576 Eh
- Kohn-Sham gap: 10.644 eV
- ΔE to the lowest compared entry with this formula, charge and spin: 6.08 kcal/mol
- SMILES string: CC[C@@H](C)NC=O


The following is a DFT calculation (the ωB97M-V functional and the def2-TZVPD basis) of a structure of composition C7H6NO7Ti.

```
22
C7H6NO7Ti the ωB97M-V functional and the def2-TZVPD basis
O -0.1922 3.3956 -1.2265
C -0.0950 2.2555 -1.3747
Ti -0.2162 -0.0283 -1.2234
C -0.5243 -2.1578 -1.6199
O -0.5188 -3.3076 -1.7144
C 0.0267 -0.4892 -3.4600
O 0.0948 -0.7602 -4.5910
C 1.8304 -0.0214 -1.9275
O 2.9588 -0.1184 -2.1646
C -2.3525 0.0722 -1.3613
O -3.5010 0.0917 -1.5040
H -0.6963 0.4015 -2.8484
N 0.2899 0.7903 3.3316
C 0.4420 -0.5481 2.7120
C 0.2362 -0.3356 1.2467
O 0.6245 -1.1794 0.3693
O -0.3415 0.7399 0.8804
H 1.1598 1.3234 3.2224
H 0.1212 0.7260 4.3358
H -0.4592 1.3303 2.8708
H 1.4282 -0.9552 2.9381
H -0.3155 -1.2252 3.1085
```

Results
- HOMO (spin up / spin down): -0.3912 / -0.3965 Eh
- Kohn-Sham gap (spin up / spin down): 6.811 / 6.598 eV
- Expectation value of S²: 2.021
- ΔE to the lowest compared entry with this formula, charge and spin: 7.15 kcal/mol
- Net charge: +1
- Spin multiplicity: 3


The following is a DFT calculation (the ωB97M-V functional and the def2-TZVPD basis) of a structure of composition C28H43N7O4P2SiV.

```
86
C28H43N7O4P2SiV the ωB97M-V functional and the def2-TZVPD basis
V 1.6551 0.2840 0.0845
C -0.2716 5.5474 0.9226
N 0.8428 4.6374 0.6617
C 2.0341 5.3129 0.1447
P 0.5342 3.1042 0.2148
O 1.8320 2.3701 0.0142
O -0.2947 3.0757 -1.1616
P -0.2188 1.7833 -2.1855
O 0.2087 0.5446 -1.4721
N 0.7884 2.1653 -3.4055
C 0.4956 3.3395 -4.2180
C 2.2093 1.8101 -3.3610
N -1.7528 1.7458 -2.7218
C -2.3063 0.4513 -3.1208
C -2.7195 2.8277 -2.6546
N -0.5187 2.5033 1.3077
C 0.0305 2.1535 2.6272
C -1.6753 1.6670 0.9431
H 0.0203 6.2585 1.6963
H -1.1383 4.9930 1.2737
H -0.5412 6.1050 0.0207
H 2.4317 5.9729 0.9162
H 1.7903 5.9131 -0.7368
H 2.7961 4.5829 -0.1140
H -0.5794 3.4634 -4.3419
H 0.9347 3.2036 -5.2061
H 0.9118 4.2504 -3.7742
H 2.3496 0.9153 -2.7653
H 2.8093 2.6212 -2.9385
H 2.5468 1.5976 -4.3755
H -1.5231 -0.3016 -3.1732
H -2.7784 0.5358 -4.1012
H -3.0502 0.1192 -2.3920
H -2.2475 3.7595 -2.3560
H -3.5106 2.5954 -1.9346
H -3.1811 2.9709 -3.6345
H 0.8701 2.8037 2.8710
H 0.3484 1.1075 2.6522
H -0.7483 2.3007 3.3769
H -2.1632 2.0611 0.0545
H -2.3844 1.7017 1.7710
H -1.3863 0.6283 0.7776
N 3.2042 -0.4573 -0.8591
C 4.0322 -0.8607 -1.5798
C 4.9084 -1.2948 -2.5460
C 4.4343 -1.3403 -3.8810
N 4.0318 -1.3295 -4.9627
C 6.2460 -1.6339 -2.2221
N 7.3324 -1.9063 -1.9492
C 1.9875 -4.0019 1.8876
C 0.9388 -3.2821 2.7482
C 1.6802 -2.3701 3.7334
C 0.1238 -4.3179 3.5276
Si -0.1517 -2.2666 1.5803
O 0.6411 -0.9338 1.0946
C -0.6173 -3.2892 0.0786
C -0.0775 -2.9848 -1.1718
C -0.3706 -3.7519 -2.2928
C -1.2191 -4.8434 -2.1824
C -1.7753 -5.1604 -0.9500
C -1.4759 -4.3902 0.1642
C -1.7554 -1.6569 2.3745
C -1.7761 -1.0574 3.6385
C -2.9252 -0.4703 4.1492
C -4.0932 -0.4612 3.3980
C -4.1007 -1.0481 2.1414
C -2.9459 -1.6392 1.6431
H 2.6762 -4.5606 2.5301
H 2.5822 -3.2970 1.2998
H 1.5290 -4.7059 1.1910
H 2.4139 -2.9565 4.2969
H 1.0102 -1.9093 4.4621
H 2.2164 -1.5710 3.2181
H 0.7775 -4.8768 4.2060
H -0.3476 -5.0446 2.8615
H -0.6631 -3.8553 4.1278
H 0.5863 -2.1335 -1.2795
H 0.0719 -3.5000 -3.2489
H -1.4453 -5.4470 -3.0523
H -2.4414 -6.0096 -0.8586
H -1.9307 -4.6504 1.1148
H -0.8765 -1.0391 4.2422
H -2.9132 -0.0254 5.1370
H -4.9925 -0.0069 3.7948
H -5.0083 -1.0506 1.5500
H -2.9720 -2.0941 0.6588
```

Results
- HOMO (spin up / spin down): -0.2547 / -0.2340 Eh
- Kohn-Sham gap (spin up / spin down): 6.900 / 6.334 eV
- Expectation value of S²: 0.975
- Spin multiplicity: 2


The following is a DFT calculation (the ωB97M-V functional and the def2-TZVPD basis) of a cluster of 2 separate species, C8H8 in total.

```
16
C8H8 the ωB97M-V functional and the def2-TZVPD basis
C -1.7961 -1.6090 -2.1045
C -1.0721 -2.5210 -1.7158
C 1.0036 0.2487 -0.6639
C 1.7540 0.9714 0.3185
C 1.2845 1.3628 1.6209
C -0.0111 1.1681 1.8950
C -0.7894 0.4652 0.9421
C -0.4051 -0.0096 -0.3079
H -2.2749 -0.7183 -2.4897
H -0.4420 -3.3248 -1.4676
H 1.5792 -0.1531 -1.6782
H 2.8385 1.1189 -0.0826
H 2.0525 1.3728 2.6205
H -0.6099 1.4929 2.8122
H -1.7958 0.3850 1.3672
H -1.1572 -0.6345 -0.9876
```

Results
- HOMO: -0.3273 Eh
- Kohn-Sham gap: 9.926 eV
- ΔE to the lowest compared entry with this formula, charge and spin: 110.38 kcal/mol
- SMILES string: c1ccccc1.C#C


The following is a DFT calculation (the ωB97M-V functional and the def2-TZVPD basis) of a structure of composition C47H52Cl2GeN4O3PSSn.

```
112
C47H52Cl2GeN4O3PSSn the ωB97M-V functional and the def2-TZVPD basis
Sn -1.5295 -0.7736 1.1694
Cl -2.4824 -3.5971 1.1992
C -1.2172 -4.6597 0.7158
C -1.4960 -6.0091 0.5908
C -0.5071 -6.9008 0.2129
C 0.7719 -6.4338 -0.0460
C 1.0308 -5.0830 0.0607
Cl 2.6232 -4.5282 -0.2981
C 0.0585 -4.1442 0.4464
S 0.4958 -2.4758 0.5573
H -2.4970 -6.3484 0.8034
H -0.7254 -7.9523 0.1184
H 1.5653 -7.1111 -0.3260
C -1.7506 -1.0854 3.4078
Ge -0.9713 0.5008 4.2960
C 0.8297 0.9404 3.5936
C 0.9554 1.7986 2.5083
C 2.2015 2.1411 2.0171
C 3.3454 1.6123 2.5906
C 3.2327 0.7223 3.6448
C 1.9829 0.3952 4.1438
C -0.7224 -0.0036 6.2195
C -1.4801 -1.0169 6.7909
C -1.3048 -1.3823 8.1144
C -0.3593 -0.7364 8.8910
C 0.3901 0.2895 8.3406
C 0.2045 0.6534 7.0185
C -2.0727 2.1545 4.2927
C -1.5108 3.4152 4.1620
C -2.3158 4.5370 4.0796
C -3.6919 4.4111 4.1516
C -4.2650 3.1614 4.3060
C -3.4530 2.0457 4.3661
H -2.8437 -0.9987 3.5333
H 0.0689 2.1998 2.0387
H 2.2799 2.8289 1.1871
H 4.3224 1.8972 2.2212
H 4.1211 0.2782 4.0753
H 1.8944 -0.2899 4.9782
H -2.2142 -1.5274 6.1832
H -1.8954 -2.1795 8.5450
H -0.2081 -1.0327 9.9201
H 1.1274 0.7995 8.9457
H 0.7892 1.4594 6.5928
H -0.4347 3.5196 4.1145
H -1.8730 5.5150 3.9472
H -4.3210 5.2859 4.0698
H -5.3420 3.0633 4.3545
H -3.8960 1.0635 4.4577
O -3.4255 -0.9778 -0.1622
N -3.4412 -0.1843 -1.1886
C -4.4372 0.6349 -1.3590
C -5.5603 0.8188 -0.5143
N -6.4756 0.9591 0.1659
C -4.3973 1.4326 -2.5225
N -4.3600 2.0683 -3.4790
O -2.5048 3.5258 0.3425
C -2.2745 2.4437 0.7269
N -2.0493 1.3761 1.1820
O -0.0355 0.2206 -0.9430
P 0.6320 0.1406 -2.2592
C -0.6129 -0.6230 -3.4381
C -0.3369 -0.8030 -4.9342
C 0.2637 -2.1544 -5.3122
C -0.5599 -3.3022 -4.7461
C -0.5948 -3.1837 -3.2283
C -1.2561 -1.8711 -2.8288
C 2.1676 -0.9088 -2.0143
C 3.1588 -1.2090 -3.1411
C 4.3764 -0.2912 -3.2466
C 5.0261 -0.0664 -1.8891
C 3.9899 0.4963 -0.9241
C 2.8718 -0.5144 -0.7166
C 0.9515 1.9185 -2.7545
C 1.7508 2.1894 -4.0286
C 1.4775 3.5944 -4.5589
C 0.0193 3.7407 -5.0098
C -0.9186 2.8541 -4.1789
C -0.3859 2.6739 -2.7627
H -1.3693 0.1694 -3.3301
H 0.3084 -0.0081 -5.3115
H -1.2962 -0.7069 -5.4532
H 1.2780 -2.2376 -4.9236
H 0.3171 -2.2274 -6.4020
H -0.1263 -4.2588 -5.0465
H -1.5787 -3.2576 -5.1383
H 0.4230 -3.2351 -2.8372
H -1.1546 -4.0152 -2.7928
H -1.2609 -1.7686 -1.7431
H -2.3021 -1.9022 -3.1460
H 1.6345 -1.8462 -1.7904
H 2.6457 -1.2049 -4.1023
H 3.5357 -2.2214 -2.9653
H 4.0925 0.6714 -3.6708
H 5.0922 -0.7469 -3.9375
H 5.8719 0.6204 -1.9865
H 5.4020 -1.0160 -1.4998
H 3.5856 1.4276 -1.3285
H 4.4579 0.7153 0.0378
H 2.1347 -0.1274 -0.0109
H 3.2990 -1.4158 -0.2709
H 1.5219 2.2631 -1.8800
H 1.4930 1.4706 -4.8051
H 2.8176 2.0885 -3.8251
H 2.1460 3.8042 -5.3980
H 1.7056 4.3204 -3.7763
H -0.0729 3.4633 -6.0637
H -0.2785 4.7883 -4.9252
H -1.0133 1.8799 -4.6577
H -1.9172 3.2921 -4.1437
H -1.1096 2.1431 -2.1402
H -0.2525 3.6609 -2.3154
```

Results
- HOMO: -0.1760 Eh
- Kohn-Sham gap: 6.074 eV
- ΔE to the lowest compared entry with this formula, charge and spin: 37.91 kcal/mol
- Net charge: -1


The following is a DFT calculation (the ωB97M-V functional and the def2-TZVPD basis) of a structure of composition C16H18BN2O8S2.

```
47
C16H18BN2O8S2 the ωB97M-V functional and the def2-TZVPD basis
C 3.3710 -3.3857 0.5013
C 1.7888 -3.6325 0.8739
O 1.2364 -2.7061 1.8741
B 1.6647 -1.3094 1.6427
O 2.7570 -0.8055 2.5486
C 1.0884 -0.2857 0.4925
S 0.0935 -1.1126 -0.9139
N 2.0669 0.5522 -0.3289
C 3.5666 0.4581 -0.5022
O 4.3043 1.7067 -0.2543
O 4.8659 1.7279 0.9213
C 1.3497 1.5145 -1.0401
C 1.8469 2.6553 -2.1070
C 0.8632 2.6003 -3.4324
O 0.7322 1.4044 -4.0338
S -0.5204 1.4344 -0.6550
C -0.0774 0.7612 1.0778
O 0.3686 1.7654 2.0747
C 0.0468 3.1362 1.6493
N 0.0056 4.3237 1.0907
O -1.1568 -0.1762 1.4252
C -2.4587 0.5080 1.5703
O -2.6465 1.5511 2.4262
C -3.8423 0.0441 0.7532
C -4.4280 -1.4937 0.7308
C -5.8440 -1.8680 -0.0689
C -6.7537 -0.7278 -0.8804
C -6.1466 0.7961 -0.8931
C -4.7376 1.1705 -0.0982
H 4.0524 -3.1746 1.4388
H 3.5285 -2.5869 -0.3715
H 3.7640 -4.4115 0.0387
H 1.7003 -4.7288 1.3375
H 1.1540 -3.6853 -0.1348
H 2.3139 -0.1682 3.2056
H 1.0423 -1.7084 -1.8037
H 4.0876 -0.3912 0.1114
H 3.7495 0.1892 -1.6508
H 5.3728 2.6146 0.9312
H 2.9957 2.5908 -2.3613
H 1.6252 3.7090 -1.5917
H 0.2782 3.5814 -3.7740
H -3.8617 -2.3557 1.2837
H -6.2944 -2.9670 -0.0659
H -7.7717 -1.0160 -1.4084
H -6.7601 1.6174 -1.4894
H -4.3810 2.2843 -0.1402
```

Results
- HOMO: -0.4120 Eh
- Kohn-Sham gap: 6.142 eV
- Net charge: +1